Entry from the Open Molecules 2025 dataset: a molecular structure, C33H16KN8S in a non-equilibrium geometry (ωB97M-V with the def2-TZVPD basis set).

The energy relative to the best compared isomer or geometry (same formula, charge and spin) comes out at 21.1 kcal/mol. The HOMO-LUMO gap (alpha / beta) comes out at 4.2 / 4.2 eV. For the lowest unoccupied orbital energy (alpha / beta), the calculation gives 4.1 / 4.1 eV. Its strongest force on any atom is 0.0253 hartree/bohr. As for the expectation value of S²: 0.7571.

ORCA input file:
```
! RIJCOSX wB97M-V def2-TZVPD def2/J DEFGRID3
* xyz -2 2
K 0.33311 -0.99166 -0.09840
C -4.91434 -1.59804 -4.23200
C -4.15400 -0.84559 -5.15711
C -3.00677 -0.19665 -4.75408
C -2.60047 -0.28813 -3.41939
C -1.47177 0.22101 -2.68828
N -1.58187 -0.14967 -1.41979
C -2.69416 -0.91610 -1.23723
N -2.97449 -1.57651 -0.06901
C -2.47321 -1.45267 1.09937
C -2.63166 -2.37418 2.22960
C -3.50712 -3.44325 2.36664
C -3.43050 -4.22692 3.51057
C -2.46905 -3.96415 4.48725
C -1.57199 -2.91511 4.34209
C -1.66319 -2.10664 3.21464
C -0.80514 -1.00059 2.79358
N 0.37069 -0.73608 3.23277
C 1.37491 0.03776 2.74936
N 1.39165 0.55918 1.48099
C 2.56424 1.10186 1.21172
N 2.93877 1.72160 0.02435
C 2.22357 1.68178 -1.06683
N 1.08499 1.01676 -1.37295
C 0.62517 1.34364 -2.61063
N -0.45710 0.99761 -3.24359
C 1.61750 2.28250 -3.22234
C 1.66777 2.91285 -4.45206
C 2.74539 3.75458 -4.71177
C 3.73691 3.96460 -3.75445
C 3.67503 3.33722 -2.51374
C 2.60873 2.49256 -2.26590
C 3.40900 0.99219 2.37753
C 4.71419 1.39452 2.66195
C 5.25868 1.09877 3.89511
C 4.50608 0.39449 4.85949
C 3.21391 -0.00761 4.60318
C 2.64247 0.28630 3.35593
N -1.54009 -0.43851 1.63381
C -3.37562 -1.04191 -2.47829
C -4.54002 -1.69781 -2.91222
H -5.81155 -2.10310 -4.57581
H -4.48285 -0.78355 -6.18906
H -2.41157 0.38212 -5.45160
H -4.22384 -3.64121 1.58001
H -4.11592 -5.05587 3.64596
H -2.42285 -4.59502 5.36802
H -0.80583 -2.71461 5.07996
H 0.88116 2.74633 -5.17770
H 2.81737 4.26111 -5.66853
H 4.56196 4.63087 -3.98347
H 4.42660 3.49409 -1.74991
H 5.28454 1.93323 1.91356
H 6.27144 1.40664 4.13172
H 4.95774 0.17066 5.82091
H 2.63660 -0.54414 5.34793
H -5.13214 -2.27285 -2.20864
S -1.46140 2.22520 2.17931
C -1.80964 0.83611 1.48748
*
```

Which charges does Löwdin predict for the atoms? In e, they are: K 0.863; C -0.147; C -0.147; C -0.060; C -0.128; C -0.310; N 0.032; C -0.331; N 0.186; C -0.260; C -0.110; C -0.037; C -0.122; C -0.122; C -0.036; C -0.110; C -0.260; N 0.187; C -0.342; N 0.020; C -0.316; N 0.153; C -0.333; N 0.031; C -0.331; N 0.156; C -0.105; C -0.038; C -0.121; C -0.121; C -0.038; C -0.104; C -0.123; C -0.058; C -0.144; C -0.143; C -0.058; C -0.126; N -0.132; C -0.131; C -0.062; H 0.075; H 0.072; H 0.095; H 0.104; H 0.083; H 0.084; H 0.104; H 0.101; H 0.082; H 0.082; H 0.101; H 0.096; H 0.073; H 0.076; H 0.094; H 0.093; S 0.623; C -0.661